The following is a DFT calculation (ωB97M-V/def2-TZVPD) of C28H58AlBr2NO9P as an isolated structure at a distorted geometry.

## Properties
- net charge = -1
- orbital gap (eV) = 6.90

Each line ends with the Mulliken charge.
Positions of all 100 atoms, in Å:
C -2.12255 3.25006 2.01282  -0.868
C -1.86137 1.71423 1.50274  0.662
O -2.70009 1.25695 0.53146  -0.581
O -0.85471 0.77358 2.01723  -0.359
C 0.47143 0.98271 1.41750  0.129
C 0.46620 1.37135 -0.17470  -0.266
Al 0.80720 3.40660 -0.52423  -0.012
P 0.09260 4.08615 -2.64095  0.299
N -1.07916 3.05822 -3.18466  -0.650
C 2.82257 3.88297 -0.22234  -0.205
Br 3.90866 2.31272 0.38951  -0.204
C 2.87037 5.18354 0.78715  -0.120
C 4.37866 5.67676 1.19917  -0.846
Br 1.84804 6.65677 -0.17924  -0.211
H -1.26257 3.70949 2.66109  0.256
H -2.31732 3.91419 1.04209  0.219
H -3.15178 3.29393 2.61445  0.307
H 1.16060 1.74280 2.02663  0.070
H 1.03958 -0.06399 1.50104  -0.019
H -0.45334 0.95881 -0.78319  0.393
H 1.42197 0.83634 -0.64854  -0.187
H 0.00735 4.28710 0.53070  -0.301
H -0.53411 5.38231 -2.47385  0.005
H 1.16980 4.20539 -3.60459  -0.010
H -1.16220 2.28131 -2.46245  0.177
H 3.31092 4.24116 -1.25026  0.329
H 2.24046 4.92387 1.74479  0.293
H 4.69750 6.58245 0.51931  0.257
H 5.20273 4.84413 1.16234  0.239
H 4.31778 6.08932 2.31008  0.248
C 1.96140 -3.40235 -0.07174  -0.401
C 2.96539 -2.28536 -0.17403  0.833
O 2.70653 -1.15460 0.23500  -0.474
C 4.29814 -2.60531 -0.79631  -1.193
H 1.04636 -3.02586 0.39774  0.157
H 1.71535 -3.77326 -1.06980  -0.160
H 2.36489 -4.20902 0.54550  0.384
H 4.15626 -2.94083 -1.82671  0.232
H 4.80571 -3.37648 -0.21139  0.376
H 4.92085 -1.70431 -0.80365  0.294
C -3.19109 -3.38015 2.58454  -1.223
C -1.84452 -3.12302 3.20646  0.854
O -0.97989 -3.99716 3.24151  -0.623
C -1.59691 -1.75520 3.78402  1.052
H -3.22718 -4.40855 2.20965  0.337
H -3.97661 -3.25314 3.33358  0.269
H -3.34981 -2.69660 1.74664  0.296
H -2.31148 -1.55568 4.58652  -0.411
H -1.68464 -0.99927 2.99960  -0.096
H -0.58390 -1.71427 4.19848  -0.376
C 0.71786 -5.64162 -5.08733  -1.184
C 0.60379 -4.78898 -3.85196  0.900
O 1.56876 -4.60485 -3.11178  -0.589
C -0.73656 -4.17062 -3.55716  -1.091
H 1.74148 -6.02157 -5.17270  0.282
H 0.03416 -6.49122 -5.01677  0.360
H 0.49170 -5.04344 -5.97363  0.325
H -1.48518 -4.95467 -3.41848  0.353
H -1.02753 -3.50694 -4.37528  0.319
H -0.67005 -3.58252 -2.63555  0.236
C -2.09608 4.22382 -6.14902  -0.788
C -2.60074 4.99122 -7.34172  0.763
O -2.06798 6.04121 -7.69755  -0.586
C -3.78251 4.42443 -8.08197  -1.059
H -1.24025 4.75090 -5.71406  0.173
H -2.88275 4.15127 -5.39394  0.328
H -1.77239 3.22689 -6.45866  0.224
H -4.64440 4.36071 -7.41301  0.301
H -3.53398 3.43645 -8.47770  0.298
H -4.03648 5.08353 -8.91906  0.294
C 2.38471 -2.43245 7.61295  -1.155
C 1.76143 -2.04141 6.29965  0.922
O 1.38731 -0.88887 6.08840  -0.568
C 1.61339 -3.11503 5.25504  -0.796
H 2.42719 -1.55683 8.26940  0.306
H 1.77941 -3.20314 8.09658  0.315
H 3.40227 -2.79544 7.44765  0.314
H 0.97376 -3.91627 5.63359  0.297
H 2.59656 -3.50844 4.98472  0.416
H 1.14829 -2.68859 4.35979  -0.010
C -5.44168 -1.49167 7.73043  -1.178
C -4.50023 -1.09769 6.62381  0.826
O -4.15095 -1.90561 5.76462  -0.536
C -4.00251 0.32283 6.60927  -0.917
H -5.71792 -2.54503 7.61395  0.297
H -4.95126 -1.36367 8.69859  0.325
H -6.34899 -0.88443 7.67994  0.331
H -3.44799 0.53179 7.52756  0.315
H -4.84569 1.01090 6.50887  0.341
H -3.33167 0.46355 5.75498  0.133
C 1.27482 -0.05645 -6.19501  -1.132
C 2.15780 -1.27065 -6.08464  0.827
O 2.12232 -2.16488 -6.92846  -0.606
C 3.08559 -1.34854 -4.90186  -0.963
H 0.65903 -0.13643 -7.09715  0.299
H 0.61543 0.00366 -5.32562  0.312
H 1.88947 0.84418 -6.26972  0.342
H 2.50691 -1.34593 -3.97475  0.206
H 3.78087 -0.50548 -4.91894  0.437
H 3.66143 -2.27882 -4.95302  0.270

Forces on the atoms, in the same order (eV/Å):
C -0.4441 0.0183 -0.1603
C -3.7710 -2.4463 -4.7388
O 5.2141 2.7096 6.3864
O -1.6882 3.2303 -1.4534
C 2.4905 -0.8663 -1.1599
C 0.6133 -0.7667 -0.6422
Al 0.6297 -1.1819 1.1331
P -1.5285 -1.1852 -0.4202
N 0.6580 -0.5658 1.1561
C 0.0998 2.3799 -1.2277
Br -0.2919 0.8829 -0.0011
C 1.1541 -1.9263 0.6182
C -0.3776 1.1101 0.5334
Br 0.8581 -0.8648 0.6605
H -1.6352 -1.0834 -1.3897
H 0.7192 -1.6787 2.1562
H 2.2906 -0.4517 -1.1670
H -1.8441 -1.3393 -1.0746
H -1.5188 2.2328 0.0855
H 1.6492 0.5431 1.5610
H -1.9921 0.9352 1.1080
H -0.1020 0.1266 0.1227
H 0.9146 -0.1864 -0.5702
H -0.5699 0.6333 0.2925
H 0.1671 1.2733 -1.1876
H -0.7390 -0.8139 2.2578
H 1.1798 0.7122 -1.9699
H -0.5679 -1.8990 1.2706
H -1.9179 1.4087 -0.0611
H 0.2605 -0.8148 -2.2919
C -0.3455 0.3154 0.1806
C -0.5729 1.4252 0.6385
O 0.5073 -1.5220 -0.5496
C 0.2641 0.4843 -0.0138
H 0.2212 -0.0374 -0.0279
H 0.1830 -0.1552 0.1246
H 0.0023 -0.0892 -0.1788
H 0.0233 -0.2184 0.1135
H -0.0723 -0.1165 -0.1894
H -0.1603 -0.1590 0.0275
C 0.0431 -0.5007 -0.1742
C 0.9540 -0.5799 0.2488
O -0.8773 0.7134 -0.0885
C 0.3840 -0.2367 0.0827
H 0.0478 0.1853 0.0721
H 0.0275 0.2257 -0.0957
H -0.1070 0.1057 0.1777
H -0.0414 0.0209 -0.2687
H -0.0999 -0.0223 0.1329
H -0.2882 0.0961 -0.1522
C 0.4963 -0.1123 0.0510
C 1.1313 0.2337 0.8584
O -1.1092 -0.2511 -1.0021
C 0.1903 0.2498 0.4409
H -0.2246 0.1151 0.0313
H -0.1047 0.1357 -0.1320
H -0.1404 -0.1099 0.0407
H -0.0429 0.0925 -0.2006
H -0.1251 -0.1773 -0.0156
H -0.0148 -0.1220 -0.2070
C 0.2318 0.4677 -0.1285
C 0.9399 1.1785 -0.0938
O -0.7269 -1.1399 0.2289
C -0.1176 0.3738 -0.4287
H -0.2464 -0.1798 -0.0679
H 0.1488 -0.2832 -0.0135
H -0.1981 -0.0392 0.2174
H 0.0871 -0.2244 -0.0251
H -0.1418 -0.0368 0.1899
H 0.0655 -0.1212 0.1718
C -0.0008 0.4605 0.3016
C -0.5362 1.4858 -0.5145
O 0.4818 -1.4771 0.3998
C -0.1491 0.4064 -0.2954
H -0.0144 -0.1715 -0.1575
H 0.1840 -0.1153 -0.0767
H -0.1266 -0.1827 0.0488
H 0.1621 -0.0757 -0.0814
H -0.0703 -0.1600 0.1273
H 0.1764 -0.2406 0.2588
C -0.0832 -0.5074 -0.1272
C 0.5006 -0.9844 -1.1580
O -0.6319 0.9605 1.2249
C 0.2931 -0.0750 -0.4357
H 0.0782 0.2342 0.0033
H -0.1483 0.1723 -0.0163
H 0.1213 0.0779 0.1777
H -0.1850 0.1089 0.0124
H 0.0679 0.0168 0.2058
H -0.1467 -0.0345 0.1943
C -0.1969 -0.2088 -0.3998
C -0.0703 -0.9537 -0.9822
O 0.0155 0.8974 0.9382
C 0.2033 -0.4601 -0.1257
H 0.1550 -0.0104 0.1856
H 0.1641 0.2485 0.0501
H -0.1220 0.0107 0.2525
H 0.1006 0.2269 0.0067
H -0.1723 0.0596 0.1905
H -0.1511 0.1802 -0.0096